Entry 1:
The following is a DFT calculation (ωB97M-V with the def2-TZVPD basis set) of C17H13BrF9O3ReSbSe4 as an isolated structure at a distorted geometry.

Each line ends with the Löwdin charge.
Atoms and positions in Å:
Re1 9.403 13.933 6.163  0.865
Sb1 11.870 13.257 9.021  0.062
Br1 8.591 22.524 5.680  0.807
Se1 11.489 14.272 5.454  0.866
Se2 12.048 11.021 8.661  0.123
Se3 12.876 15.204 9.644  0.128
Se4 9.317 13.700 8.419  0.305
F1 6.285 11.654 4.504  0.170
F2 6.698 14.114 3.456  0.207
F3 4.027 14.418 6.537  0.220
F4 4.724 11.733 5.997  0.205
F5 5.547 15.659 4.471  0.164
F6 5.723 15.575 7.146  0.174
F7 5.428 13.584 7.914  0.174
F8 4.582 13.819 3.904  0.209
F9 6.789 11.604 6.616  0.141
O1 11.327 16.259 5.207  -0.274
O2 7.480 14.024 5.963  -0.333
O3 9.163 15.784 5.267  -0.179
C1 10.726 19.040 5.150  0.017
C2 10.815 9.177 4.163  -0.049
C3 8.372 18.405 5.235  0.029
C4 6.130 13.683 5.708  -0.181
C5 9.423 10.948 5.108  -0.051
C6 9.725 18.062 5.160  -0.142
C7 8.355 9.197 3.749  -0.027
C8 9.450 12.136 5.369  -0.254
C9 10.394 20.385 5.248  -0.091
C10 8.019 19.762 5.299  -0.074
C11 9.470 9.523 4.788  -0.586
C12 5.302 14.344 6.822  -0.587
C13 5.951 12.142 5.707  -0.546
C14 9.045 20.721 5.366  -0.660
C15 10.099 16.667 5.195  -0.476
C16 5.730 14.327 4.309  -0.564
C17 9.258 8.631 6.050  -0.014
H1 7.357 9.327 4.128  0.072
H2 10.847 9.494 3.105  0.099
H3 9.969 8.903 6.826  0.068
H4 7.596 17.685 5.174  0.110
H5 8.450 8.165 3.439  0.092
H6 11.677 9.576 4.772  0.107
H7 6.968 20.027 5.327  0.114
H8 11.757 18.693 5.033  0.134
H9 9.332 7.598 5.823  0.082
H10 8.298 8.850 6.475  0.079
H11 8.535 9.861 2.907  0.090
H12 10.955 8.127 4.162  0.070
H13 11.149 21.135 5.374  0.106

Summary:
LUMO energy (spin up / spin down)	-5.87 / -5.87	eV
charge	+1
ΔE to the lowest compared entry with this formula, charge and spin	9.6	kJ/mol

Entry 2:
The following is a DFT calculation (ωB97M-V with the def2-TZVPD basis set) of an isolated ion of composition C13H22IN4O2 and charge +1 at a distorted geometry.

Each line ends with the Löwdin charge.
Atoms and positions in Å:
I1 -6.304 0.865 -3.090  0.834
O1 -1.641 -3.253 0.109  -0.185
O2 -6.432 3.023 -0.933  -0.106
N1 -3.625 1.445 0.156  -0.086
N2 -2.649 0.539 0.629  -0.016
N3 -1.688 2.647 -0.077  0.104
N4 -3.089 2.676 -0.262  0.141
C1 -2.231 -1.861 -0.250  -0.115
C2 -5.106 1.088 0.117  -0.091
C3 4.796 0.249 -0.851  -0.238
C4 -5.919 1.777 -1.130  -0.676
C5 -2.795 -0.880 1.133  -0.018
C6 5.114 -0.797 0.368  -0.242
C7 3.895 1.553 -0.444  -0.208
C8 -1.324 1.306 0.522  -0.015
C9 3.908 -1.954 0.302  -0.143
C10 -3.164 -3.290 -0.525  -0.071
C11 0.137 0.694 0.989  -0.114
C12 1.302 0.815 -0.169  -0.189
C13 2.693 1.275 0.632  -0.217
H1 -3.237 -2.909 -1.657  0.070
H2 -5.576 1.480 1.140  0.173
H3 3.187 -1.738 -0.608  0.054
H4 -2.798 -4.328 -0.868  0.152
H5 5.853 0.674 -1.208  0.117
H6 4.571 2.483 -0.123  0.128
H7 1.052 1.610 -1.016  0.127
H8 -3.896 -1.266 1.225  0.133
H9 -1.804 -1.238 -1.253  0.193
H10 2.957 0.547 1.508  0.106
H11 0.027 -0.432 1.368  0.130
H12 4.404 -3.001 0.093  0.083
H13 1.550 -0.225 -0.698  0.114
H14 -5.320 -0.065 0.084  0.133
H15 5.139 -0.275 1.415  0.104
H16 0.494 1.315 1.943  0.142
H17 2.446 2.325 1.143  0.124
H18 -2.092 -1.167 2.024  0.152
H19 3.259 -1.924 1.278  0.067
H20 3.361 1.912 -1.450  0.116
H21 4.379 -0.347 -1.789  0.115
H22 6.162 -1.346 0.223  0.117

Summary:
LUMO energy	-5.08	eV
charge	+1
SMILES	CCCCCCCc1nnn(CC(=O)I)[n+]1C[C@@H]1CO1

Entry 3:
The following is a DFT calculation (ωB97M-V with the def2-TZVPD basis set) of a 2-piece molecular cluster, C27H31BF5N4O overall at a distorted geometry.

Each line ends with the Löwdin charge.
Atoms and positions in Å:
F1 7.857 -2.759 -1.188  0.118
F2 7.328 0.371 2.342  0.115
F3 4.659 0.518 1.818  0.087
F4 5.192 -2.621 -1.718  0.094
F5 8.937 -1.276 0.850  0.125
O1 4.276 -3.506 1.707  0.078
N1 2.015 -3.927 1.481  -0.044
N2 -3.610 4.642 -1.832  -0.048
N3 1.213 -1.869 1.005  -0.017
N4 -1.788 5.677 -2.382  -0.080
C1 -0.371 5.884 -2.548  0.006
C2 -0.990 -0.969 0.564  -0.122
C3 2.667 -1.715 1.098  -0.166
C4 5.705 -1.855 -0.722  -0.137
C5 -6.118 0.136 0.701  -0.092
C6 0.283 -3.811 -0.222  0.009
C7 2.058 -5.349 1.799  -0.004
C8 -1.924 -0.189 -0.289  -0.170
C9 5.438 -0.291 1.049  -0.134
C10 3.363 -1.108 -0.122  -0.052
C11 0.759 -3.269 1.138  -0.467
C12 3.131 -3.134 1.442  -0.352
C13 -3.867 1.032 1.015  -0.059
C14 -5.263 1.114 1.208  -0.105
C15 -3.354 -0.019 0.241  -0.224
C16 -0.237 -3.470 2.292  0.004
C17 -3.965 5.805 -2.475  0.019
C18 -5.587 -0.972 0.031  -0.069
C19 4.848 -1.075 0.056  -0.090
C20 7.623 -1.185 0.573  -0.109
C21 -2.803 6.436 -2.848  0.005
C22 -4.491 3.550 -1.418  0.035
C23 6.802 -0.345 1.327  -0.114
C24 -4.209 -1.042 -0.165  -0.055
C25 0.357 -0.829 0.760  -0.076
C26 -2.265 4.559 -1.733  -0.153
C27 7.072 -1.935 -0.466  -0.113
B1 -1.168 4.083 -0.859  0.076
H1 1.356 -5.541 2.632  0.091
H2 -6.190 -1.778 -0.390  0.110
H3 1.145 -3.857 -0.909  0.100
H4 -5.475 3.638 -1.888  0.112
H5 2.975 -0.088 -0.257  0.125
H6 -0.680 -4.467 2.207  0.090
H7 3.082 -5.628 2.092  0.101
H8 -3.793 -1.904 -0.689  0.119
H9 -0.476 -3.151 -0.649  0.071
H10 -2.049 -0.835 -1.126  0.089
H11 -0.127 -4.819 -0.080  0.085
H12 -4.990 6.103 -2.620  0.142
H13 2.916 -1.070 1.953  0.159
H14 0.091 6.186 -1.600  0.116
H15 3.112 -1.702 -1.008  0.131
H16 0.828 0.167 0.732  0.133
H17 0.070 4.913 -2.810  0.106
H18 -2.667 7.379 -3.371  0.149
H19 -1.526 -1.823 0.973  0.080
H20 -7.203 0.202 0.786  0.105
H21 -4.615 3.555 -0.330  0.097
H22 -1.027 -2.726 2.300  0.058
H23 -4.040 2.596 -1.718  0.112
H24 -5.712 1.969 1.740  0.108
H25 1.731 -5.952 0.929  0.098
H26 -1.247 4.315 0.295  0.073
H27 -0.168 6.631 -3.326  0.126
H28 -1.503 0.746 -0.703  0.107
H29 -0.479 3.272 -1.411  0.071
H30 -3.221 1.776 1.491  0.111
H31 0.311 -3.396 3.244  0.106

Summary:
LUMO energy	-4.48	eV
charge	+1
ΔE to the lowest compared entry with this formula, charge and spin	165.0	kJ/mol

Entry 4:
The following is a DFT calculation (ωB97M-V with the def2-TZVPD basis set) of one molecule with the formula C5H9NOS2 at a distorted geometry.

Each line ends with the Löwdin charge.
Atoms and positions in Å:
S1 0.577 0.307 -1.240  1.079
S2 3.013 -0.585 0.369  0.642
O1 -0.839 -0.325 -1.000  -0.424
N1 0.440 -1.546 0.574  0.009
C1 1.455 -0.705 0.157  -1.083
C2 -1.723 -2.505 -0.214  0.000
C3 0.308 2.005 -0.665  -0.347
C4 1.009 2.223 0.723  -0.127
C5 -0.867 -1.263 0.247  -0.382
H1 -0.789 2.151 -0.603  0.100
H2 -1.401 -3.005 -1.109  0.078
H3 -1.600 -3.220 0.578  0.082
H4 0.806 2.554 -1.491  0.078
H5 -1.292 -0.756 1.034  0.110
H6 0.839 1.393 1.224  -0.017
H7 -2.608 -2.146 -0.541  0.033
H8 0.558 3.006 1.316  0.075
H9 2.115 2.415 0.641  0.094

Summary:
LUMO energy	0.39	eV
ΔE to the lowest compared entry with this formula, charge and spin	189.5	kJ/mol

Entry 5:
The following is a DFT calculation (ωB97M-V with the def2-TZVPD basis set) of one molecule with the formula C4H11N3.

Each line ends with the Löwdin charge.
Atoms and positions in Å:
N1 2.036 1.215 -0.147  0.055
N2 -0.260 0.684 0.637  -0.055
N3 1.104 -1.256 0.911  0.086
C1 0.716 0.787 -0.439  -0.329
C2 -0.666 -1.386 -0.864  -0.021
C3 0.222 -0.535 0.028  -0.536
C4 -1.610 1.145 0.457  -0.104
H1 -1.677 2.151 0.872  0.079
H2 2.044 2.191 0.131  0.073
H3 -2.288 0.494 1.009  0.083
H4 2.382 0.660 0.632  0.059
H5 -1.931 1.182 -0.593  0.074
H6 0.576 -1.733 1.632  0.082
H7 -1.354 -1.975 -0.257  0.079
H8 0.353 1.153 -1.401  0.144
H9 1.643 -1.940 0.392  0.082
H10 -0.047 -2.065 -1.448  0.079
H11 -1.243 -0.774 -1.551  0.068

Summary:
LUMO energy	1.06	eV
ΔE to the lowest compared entry with this formula, charge and spin	177.8	kJ/mol
SMILES	CN1[C@@H](N)[C@@]1(C)N